Entry 1:
{
  "formula": "C4H9NO2",
  "method": "ωB97M-V/def2-TZVPD",
  "elements": ["C", "N", "C", "C", "C", "O", "O", "H", "H", "H", "H", "H", "H", "H", "H", "H"],
  "positions_angstrom": [[1.249, -1.426, 0.626], [1.461, -0.776, -0.536], [1.422, 0.699, -0.480], [-1.920, -0.353, -0.952], [-2.019, -0.340, 0.411], [-1.022, 2.271, -0.650], [1.164, -0.837, 1.748], [1.417, -2.514, 0.573], [0.796, 0.936, 0.392], [0.860, 1.133, -1.341], [2.420, 1.211, -0.354], [-2.330, -1.225, -1.516], [-1.470, 0.472, -1.458], [-2.313, -1.299, 0.931], [-1.944, 0.604, 0.904], [-1.194, 3.165, -0.787]],
  "e_above_lowest_kcal_mol": 229.82,
  "largest_force_ev_per_a": 4.33,
  "homo_lumo_gap_ev": 4.2196,
  "homo_ev": -9.078,
  "total_charge": 0
}

***

Entry 2:
{
  "formula": "C4H9NO2",
  "method": "ωB97M-V/def2-TZVPD",
  "elements": ["C", "N", "C", "C", "O", "O", "C", "H", "H", "H", "H", "H", "H", "H", "H", "H"],
  "positions_angstrom": [[1.075, 1.500, 1.792], [0.600, 1.878, 0.466], [-0.545, 1.090, 0.046], [-0.169, -0.329, -0.492], [0.960, -0.777, -0.552], [-1.265, -0.976, -0.912], [-1.244, -2.235, -1.597], [0.407, 1.945, 2.530], [2.108, 1.828, 1.989], [1.117, 0.417, 1.951], [1.399, 1.751, -0.136], [-1.130, 1.656, -0.697], [-1.196, 1.071, 0.937], [-2.302, -2.431, -1.719], [-0.778, -3.079, -1.072], [-0.808, -2.204, -2.601]],
  "e_above_lowest_kcal_mol": 34.54,
  "largest_force_ev_per_a": 1.36,
  "homo_lumo_gap_ev": 9.9607,
  "homo_ev": -9.068,
  "smiles": "CNCC(=O)OC",
  "total_charge": 0
}

***

Entry 3:
{
  "formula": "C4H9NO2",
  "method": "ωB97M-V/def2-TZVPD",
  "elements": ["C", "C", "N", "C", "C", "O", "O", "H", "H", "H", "H", "H", "H", "H", "H", "H"],
  "positions_angstrom": [[-1.250, 0.362, -2.035], [-1.257, 0.595, -0.531], [-0.451, -0.438, 0.147], [0.903, 0.041, 0.411], [1.586, -0.933, 1.352], [1.942, -2.041, 1.074], [1.724, -0.392, 2.577], [-1.864, 1.114, -2.534], [-1.634, -0.634, -2.235], [-0.255, 0.383, -2.466], [-2.269, 0.676, -0.135], [-0.847, 1.589, -0.341], [-0.899, -0.586, 1.043], [1.512, 0.170, -0.478], [0.880, 1.019, 0.908], [2.180, -0.923, 3.241]],
  "e_above_lowest_kcal_mol": 25.91,
  "largest_force_ev_per_a": 1.11,
  "homo_lumo_gap_ev": 10.0971,
  "homo_ev": -9.392,
  "smiles": "CCNCC(=O)O",
  "total_charge": 0
}